Entry 1:
{"formula": "C3H8N2OS2", "method": "ωB97M-V/def2-TZVPD", "species": ["C", "C", "C", "H", "H", "H", "H", "H", "H", "H", "H", "N", "N", "O", "S", "S"], "xyz": [[2.37301, 0.33869, -0.36963], [1.25703, 0.33752, 0.77581], [-1.16825, 0.51714, -0.14718], [2.65275, -0.62031, -0.77780], [3.17177, 0.71009, 0.12331], [1.82550, 1.05914, -1.08317], [1.48388, -0.48050, 1.60916], [0.98147, 1.50121, 0.88894], [0.37277, -1.97199, -1.50922], [-3.10960, 0.41635, -0.44212], [-3.50113, -0.56118, 0.98593], [-0.04681, -0.06082, 0.18668], [-2.35536, -0.25023, -0.54551], [-2.63820, -1.23944, 0.40763], [-0.12240, -1.87078, -0.06423], [-1.17643, 2.17510, -0.03859]], "lowdin_charge": [-0.083, -0.273, -0.923, 0.049, 0.017, 0.107, 0.134, 0.089, -0.025, 0.071, 0.264, -0.457, -0.142, -0.253, 0.796, 0.628], "orbital_gap_ev": 8.47, "de_lowest_kcal_mol": 142.93, "molar_mass_g_mol": 152.24}

Entry 2:
{"formula": "C30H28N9O4S2Zr", "method": "ωB97M-V/def2-TZVPD", "species": ["Zr", "C", "C", "N", "C", "S", "N", "N", "C", "C", "C", "C", "C", "C", "C", "N", "H", "H", "H", "H", "H", "H", "H", "H", "H", "H", "H", "H", "H", "S", "C", "N", "N", "C", "C", "C", "C", "C", "C", "N", "N", "C", "C", "C", "C", "C", "C", "H", "H", "H", "H", "H", "H", "H", "H", "H", "H", "H", "O", "C", "C", "C", "C", "C", "C", "C", "O", "N", "O", "O", "H", "H", "H", "H"], "xyz": [[-0.61688, -0.91507, 0.19534], [-0.11956, -4.34886, 5.05636], [-1.51384, -3.74791, 4.98614], [-1.97482, -3.54584, 3.61661], [-1.62631, -2.50106, 2.86071], [-2.34961, -2.40163, 1.26526], [-0.82630, -1.59635, 3.38546], [-0.55372, -0.57632, 2.51798], [0.02200, 0.45152, 3.03510], [0.33740, 0.52671, 4.48860], [0.38019, 1.51923, 2.07751], [0.80000, 2.77512, 2.48646], [1.10434, 3.73035, 1.52846], [0.96613, 3.41013, 0.19161], [0.51795, 2.14499, -0.13964], [0.24397, 1.20880, 0.77407], [0.17469, -4.48685, 6.09687], [-0.08648, -5.32080, 4.56327], [0.60546, -3.69054, 4.57833], [-2.24161, -4.39875, 5.46949], [-1.54362, -2.78357, 5.49183], [-2.56823, -4.23684, 3.19027], [-0.57983, 0.45171, 5.07453], [0.94298, -0.33797, 4.76346], [0.86460, 1.43520, 4.75809], [0.87670, 3.01287, 3.53498], [1.43614, 4.71453, 1.83084], [1.18513, 4.12258, -0.59019], [0.35951, 1.87200, -1.17320], [-2.71503, 0.53237, -0.28678], [-2.56589, 0.73840, -2.02330], [-3.47672, 1.29448, -2.79558], [-4.53891, 1.75663, -2.24834], [-5.55265, 2.39308, -3.00265], [-6.68571, 2.81298, -2.32047], [-7.69834, 3.44893, -3.02089], [-7.57392, 3.65964, -4.38625], [-6.43213, 3.23256, -5.05152], [-5.40920, 2.59642, -4.36745], [-1.47895, 0.32223, -2.72875], [-0.54674, -0.17727, -2.02419], [0.57244, -0.60285, -2.81655], [1.84941, -0.40559, -2.31077], [2.95421, -0.85475, -3.02266], [2.78014, -1.50474, -4.23456], [1.49812, -1.69223, -4.73819], [0.39218, -1.24434, -4.03513], [-4.66105, 1.66569, -1.24004], [-6.77683, 2.64341, -1.25419], [-8.58452, 3.77851, -2.49599], [-8.36458, 4.15636, -4.93151], [-6.33323, 3.39752, -6.11598], [-4.51601, 2.26283, -4.87456], [1.99052, 0.11687, -1.37106], [3.95031, -0.68783, -2.63319], [3.63906, -1.85774, -4.78920], [1.35779, -2.19437, -5.68628], [-0.60954, -1.38744, -4.41653], [1.48304, -1.21402, 0.86122], [2.33960, -2.07946, 0.58728], [2.20108, -3.12643, -0.36127], [3.31666, -3.94337, -0.62208], [3.21392, -4.90565, -1.58093], [2.02747, -5.11178, -2.29934], [0.92858, -4.33187, -2.05092], [0.99185, -3.31565, -1.07970], [-0.04333, -2.56478, -0.84712], [4.38538, -5.74752, -1.87620], [4.26250, -6.57993, -2.74807], [5.39758, -5.53422, -1.24290], [3.29707, -2.00783, 1.11579], [4.24631, -3.80974, -0.08478], [2.00217, -5.89210, -3.04690], [0.00264, -4.46988, -2.59092]], "lowdin_charge": [1.391, -0.084, -0.231, -0.010, -0.762, 0.619, 0.019, -0.115, -0.251, -0.004, -0.198, 0.019, -0.018, -0.020, -0.114, -0.031, 0.077, 0.075, 0.060, 0.119, 0.110, 0.123, 0.099, 0.094, 0.068, 0.112, 0.123, 0.120, 0.100, 0.580, -0.761, 0.087, 0.024, -0.220, -0.025, -0.073, -0.078, -0.069, -0.020, 0.064, -0.141, -0.277, -0.054, -0.067, -0.071, -0.061, -0.018, 0.092, 0.115, 0.109, 0.108, 0.110, 0.108, 0.096, 0.113, 0.110, 0.113, 0.117, -0.131, -0.114, -0.117, 0.070, -0.127, 0.047, 0.039, -0.298, -0.257, -0.354, 0.096, 0.089, 0.152, 0.137, 0.131, 0.134], "orbital_gap_ev": 6.37, "de_lowest_kcal_mol": 0.00, "total_charge": 1, "molar_mass_g_mol": 733.97}

Entry 3:
{"formula": "C45H61F17N15", "method": "ωB97M-V/def2-TZVPD", "species": ["C", "C", "C", "C", "C", "C", "C", "C", "C", "N", "C", "F", "F", "C", "F", "F", "C", "F", "F", "C", "F", "F", "C", "F", "F", "C", "F", "F", "C", "F", "F", "C", "F", "F", "F", "H", "H", "H", "H", "H", "H", "H", "H", "H", "H", "H", "H", "H", "H", "H", "H", "H", "H", "H", "C", "C", "N", "H", "H", "H", "C", "C", "N", "H", "H", "H", "C", "C", "N", "H", "H", "H", "C", "C", "N", "H", "H", "H", "C", "C", "N", "H", "H", "H", "C", "C", "N", "H", "H", "H", "C", "C", "N", "H", "H", "H", "C", "C", "N", "H", "H", "H", "C", "C", "N", "H", "H", "H", "C", "C", "N", "H", "H", "H", "C", "C", "N", "H", "H", "H", "C", "C", "N", "H", "H", "H", "C", "C", "N", "H", "H", "H", "C", "C", "N", "H", "H", "H"], "xyz": [[0.14531, -6.51949, 3.23719], [1.35118, -5.86967, 3.86316], [2.54732, -5.97283, 2.98265], [2.35369, -5.41733, 1.58443], [3.25433, -6.10353, 0.59730], [4.67455, -5.55098, 0.61965], [5.09907, -4.69288, -0.54378], [6.31393, -3.86238, -0.12778], [6.13908, -2.39136, -0.03503], [5.66970, -1.79984, -1.30024], [5.89303, -0.46944, -1.37269], [7.32529, -0.10059, -1.59417], [5.53739, 0.37665, -0.26636], [5.24339, 0.17774, -2.61700], [5.89655, 1.38907, -2.90165], [5.41499, -0.61164, -3.77236], [3.79114, 0.66655, -2.53472], [3.43695, 1.20038, -3.77859], [3.76021, 1.73771, -1.62359], [2.63337, -0.25464, -2.10394], [2.86140, -0.94399, -0.88099], [1.56600, 0.62409, -1.86435], [2.07947, -1.22129, -3.16705], [1.58236, -0.52114, -4.27962], [3.11058, -2.05727, -3.64926], [0.93981, -2.15571, -2.67173], [1.38683, -3.12501, -1.67050], [0.54367, -2.90255, -3.80941], [-0.32111, -1.38863, -2.16744], [-0.13422, -1.09013, -0.80353], [-0.50547, -0.20353, -2.88190], [-1.64090, -2.19073, -2.27130], [-1.50733, -3.55818, -1.82878], [-2.53350, -1.57821, -1.49029], [-2.11215, -2.13528, -3.50865], [0.47592, -7.29611, 2.59145], [-0.33289, -5.81318, 2.62245], [-0.54326, -6.88825, 3.95165], [1.58800, -6.39338, 4.76792], [1.17670, -4.83725, 4.06322], [3.33611, -5.40577, 3.41744], [2.85518, -6.99676, 2.91833], [1.34436, -5.53362, 1.23999], [2.58575, -4.37530, 1.54733], [2.86942, -5.94780, -0.38728], [3.24144, -7.14623, 0.80569], [4.76239, -4.98116, 1.50641], [5.35995, -6.37153, 0.67569], [4.30077, -4.08503, -0.90450], [5.40101, -5.38657, -1.29855], [6.52104, -4.17628, 0.86491], [7.19489, -4.05614, -0.70346], [7.11290, -2.02529, 0.18383], [5.50442, -2.20527, 0.80073], [3.80298, -10.84324, 0.71838], [3.37880, -9.92884, 1.73587], [3.01548, -9.12273, 2.62746], [2.98426, -11.02844, 0.02766], [4.64194, -10.41919, 0.17170], [4.10824, -11.78259, 1.17222], [2.74971, 1.92320, 0.99554], [2.25911, 1.71562, 2.32588], [1.81633, 1.53144, 3.48664], [2.02236, 2.49631, 0.43001], [3.69134, 2.46571, 1.02945], [2.91503, 0.96832, 0.50312], [-4.18492, -8.29796, 4.67128], [-2.89575, -8.70457, 4.19149], [-1.76260, -9.05845, 3.77594], [-4.11864, -7.30074, 5.09096], [-4.90149, -8.28898, 3.84979], [-4.52505, -8.98860, 5.43914], [-0.72518, 2.60139, -1.85629], [-0.27939, 3.44107, -0.77545], [0.18511, 4.15181, 0.15657], [-0.16771, 1.67978, -1.84488], [-1.78653, 2.38728, -1.75184], [-0.55204, 3.11042, -2.80167], [-1.16442, 5.04596, 3.26460], [-2.27497, 5.03388, 4.17057], [-3.24267, 5.07573, 4.95473], [-1.04560, 6.04043, 2.83943], [-0.25702, 4.77635, 3.79874], [-1.32286, 4.33497, 2.45935], [-4.70641, 1.86955, 5.77753], [-4.62203, 0.47138, 5.49397], [-4.55036, -0.75444, 5.25382], [-5.16834, 2.39153, 4.94447], [-5.30594, 2.02592, 6.67052], [-3.71304, 2.27840, 5.94066], [-3.01294, 8.92124, 4.11742], [-2.02586, 9.08249, 3.09323], [-1.16402, 9.21581, 2.19039], [-3.13360, 7.86301, 4.34443], [-2.70244, 9.44535, 5.01764], [-3.96603, 9.32345, 3.78300], [-2.39889, 8.81202, -1.04491], [-3.73412, 8.53543, -1.48377], [-4.90396, 8.29088, -1.86625], [-2.24528, 9.88593, -0.98443], [-2.23362, 8.37957, -0.06239], [-1.68446, 8.38792, -1.74577], [-7.68012, 7.31025, 0.05242], [-8.08867, 7.12849, 1.41418], [-8.44353, 6.96977, 2.60762], [-8.42536, 7.89424, -0.48143], [-6.72838, 7.83222, 0.01264], [-7.57123, 6.34348, -0.43147], [4.99007, 4.42817, -0.99467], [5.49957, 5.28178, 0.03851], [5.94303, 6.03087, 0.94411], [5.43746, 3.43866, -0.91486], [3.90976, 4.33980, -0.90066], [5.22898, 4.84665, -1.96870], [1.27542, -3.76870, -7.14128], [1.78128, -5.02607, -7.60774], [2.22547, -6.12543, -8.02040], [0.73116, -3.27628, -7.94435], [0.60508, -3.92849, -6.30059], [2.09936, -3.13369, -6.82166], [0.24034, 0.52556, -6.66854], [-0.79922, 1.31263, -7.26571], [-1.71060, 2.00482, -7.78176], [-0.07933, 0.18170, -5.69160], [0.45748, -0.33498, -7.29641], [1.14258, 1.12216, -6.55805], [-9.53905, 10.02053, 3.59403], [-9.49145, 11.23478, 2.83330], [-9.44642, 12.29776, 2.16694], [-8.70821, 9.99060, 4.29380], [-10.47313, 9.96990, 4.14790], [-9.47021, 9.16295, 2.93372], [-5.03515, -0.72001, -3.39313], [-6.14096, -1.08044, -2.54621], [-7.11662, -1.39890, -1.81010], [-5.40473, -0.17437, -4.25836], [-4.33860, -0.08867, -2.84830], [-4.51864, -1.61552, -3.72009]], "lowdin_charge": [-0.120, -0.257, -0.238, -0.208, -0.206, -0.215, -0.189, -0.215, -0.273, 0.045, -0.503, -0.058, 0.001, -0.284, 0.068, 0.084, -0.253, 0.107, 0.071, -0.219, 0.120, 0.066, -0.241, 0.086, 0.126, -0.183, 0.096, 0.094, -0.248, 0.123, 0.095, -0.458, 0.111, 0.175, 0.175, 0.061, 0.053, 0.025, 0.100, 0.101, 0.103, 0.046, 0.093, 0.110, 0.096, 0.068, 0.089, 0.106, 0.090, 0.100, 0.086, 0.102, 0.098, 0.099, -0.089, -0.210, 0.148, 0.087, 0.087, 0.084, -0.099, -0.231, 0.087, 0.039, 0.085, 0.059, -0.095, -0.233, 0.124, 0.086, 0.086, 0.083, -0.072, -0.201, 0.123, 0.037, 0.092, 0.098, -0.086, -0.240, 0.099, 0.072, 0.094, 0.063, -0.110, -0.258, 0.094, 0.081, 0.084, 0.072, -0.081, -0.235, 0.109, 0.060, 0.091, 0.089, -0.095, -0.233, 0.098, 0.089, 0.053, 0.090, -0.094, -0.232, 0.101, 0.090, 0.054, 0.090, -0.100, -0.246, 0.091, 0.077, 0.075, 0.090, -0.099, -0.246, 0.101, 0.082, 0.074, 0.087, -0.093, -0.244, 0.097, 0.060, 0.082, 0.093, -0.104, -0.254, 0.089, 0.087, 0.087, 0.035, -0.100, -0.238, 0.100, 0.089, 0.075, 0.070], "orbital_gap_ev": 6.06, "total_charge": -1, "molar_mass_g_mol": 1135.05}

Entry 4:
{"formula": "C2H8N2O", "method": "ωB97M-V/def2-TZVPD", "species": ["C", "N", "H", "H", "H", "H", "H", "C", "N", "O", "H", "H", "H"], "xyz": [[1.96681, -0.32955, -0.79579], [1.10136, -0.61018, 0.36001], [2.95602, 0.01893, -0.51336], [2.12551, -1.09964, -1.55800], [1.45512, 0.45880, -1.35468], [1.54186, -1.38494, 0.86178], [0.23250, -1.06160, 0.06806], [-2.31887, 0.40127, 0.05657], [-1.39097, 0.78699, 0.96328], [-2.28056, 0.82142, -1.08243], [-3.19211, -0.19026, 0.34910], [-0.48311, 1.19633, 0.73624], [-1.71355, 0.99242, 1.90922]], "lowdin_spin": [0.054, 0.351, 0.002, 0.029, 0.008, 0.010, 0.000, 0.001, 0.264, 0.283, 0.002, -0.005, 0.003], "orbital_gap_ev": [12.80, 4.60], "de_lowest_kcal_mol": 56.96, "multiplicity": 2, "total_charge": 1, "s2": 0.769, "molar_mass_g_mol": 76.10}